Entry 1:
{
  "formula": "C27H51BCl18NO5S",
  "method": "ωB97M-V with the def2-TZVPD basis set",
  "total_charge": 1,
  "total_energy_ha": -10196.70240,
  "orbital_gap_ev": 7.493,
  "homo_energy_ev": -11.57,
  "symbols": ["C", "C", "C", "O", "C", "C", "C", "B", "O", "O", "C", "S", "C", "O", "O", "C", "N", "H", "H", "H", "H", "H", "H", "H", "H", "H", "H", "H", "H", "H", "H", "H", "Cl", "C", "C", "Cl", "H", "H", "H", "H", "Cl", "C", "C", "Cl", "H", "H", "H", "H", "Cl", "C", "C", "Cl", "H", "H", "H", "H", "Cl", "C", "C", "Cl", "H", "H", "H", "H", "Cl", "C", "C", "Cl", "H", "H", "H", "H", "Cl", "C", "C", "Cl", "H", "H", "H", "H", "Cl", "C", "C", "Cl", "H", "H", "H", "H", "Cl", "C", "C", "Cl", "H", "H", "H", "H", "Cl", "C", "C", "Cl", "H", "H", "H", "H"],
  "xyz": [[1.7947, -2.8086, 0.5513], [0.9214, -3.9304, -0.1125], [0.6081, -3.6730, -1.6058], [-0.8436, -3.4737, -1.8476], [-1.2820, -2.3636, -1.2716], [-1.9797, -2.3976, -0.0650], [-2.3962, -1.2071, 0.5282], [-3.1559, -1.2726, 1.9454], [-4.4387, -0.8152, 2.1611], [-2.4626, -1.8680, 2.9897], [-2.1088, 0.0273, -0.1258], [-2.5303, 1.6763, 0.4760], [-1.1356, 2.3358, 1.3791], [-3.7573, 1.7274, 1.2162], [-2.6506, 2.4846, -0.7170], [-1.4244, -0.0040, -1.3090], [-1.0407, -1.1724, -1.8421], [1.2783, -2.4154, 1.4409], [1.9592, -1.9587, -0.1253], [2.7526, -3.2068, 0.9025], [0.0180, -4.0462, 0.4974], [1.5154, -4.8515, -0.0592], [0.8505, -4.5912, -2.1507], [1.1491, -2.8191, -2.0265], [-2.2167, -3.3150, 0.4677], [-5.0803, -1.5014, 1.9226], [-2.9385, -2.6893, 3.1920], [-0.7976, 1.5963, 2.1181], [-0.3029, 2.5057, 0.6801], [-1.3822, 3.3165, 1.8123], [-1.1831, 0.9340, -1.8104], [-0.5076, -1.1516, -2.7096], [-2.9376, 5.5069, 6.3079], [-3.8237, 5.3840, 4.7646], [-3.0479, 4.6168, 3.7268], [-1.6015, 5.4971, 3.1587], [-4.0622, 6.3910, 4.4297], [-4.7571, 4.8632, 4.9770], [-3.6738, 4.4450, 2.8512], [-2.7238, 3.6510, 4.1102], [-6.7577, 4.6144, 8.8869], [-5.7666, 6.0864, 8.7492], [-5.2287, 6.5648, 10.0736], [-6.5140, 7.1956, 11.1342], [-6.3717, 6.8514, 8.2668], [-4.9493, 5.8229, 8.0814], [-4.5237, 7.3792, 9.9107], [-4.7145, 5.7677, 10.6062], [1.9541, 0.5445, 2.4462], [2.8675, 1.6213, 3.5432], [2.1487, 2.9242, 3.7938], [2.0972, 3.9482, 2.3370], [3.8512, 1.7849, 3.1088], [2.9920, 1.0831, 4.4817], [2.6699, 3.4921, 4.5629], [1.1256, 2.7603, 4.1269], [2.0226, 0.1102, -2.1287], [3.7321, -0.0850, -2.6520], [3.9429, -1.3371, -3.4659], [3.7632, -2.8081, -2.4723], [4.3598, -0.0790, -1.7640], [3.9755, 0.7898, -3.2474], [4.9480, -1.3543, -3.8695], [3.2434, -1.4007, -4.2969], [-5.3598, -5.5724, -4.6516], [-4.2922, -4.2093, -5.0587], [-3.6092, -3.6431, -3.8388], [-4.7588, -2.8165, -2.7489], [-4.8864, -3.4549, -5.5700], [-3.5445, -4.5872, -5.7550], [-2.8688, -2.9021, -4.1408], [-3.1028, -4.4185, -3.2682], [4.6134, -2.1877, -7.2689], [5.7091, -0.8505, -7.7113], [6.4117, -0.2769, -6.5077], [5.2818, 0.5882, -5.4279], [5.1255, -0.0950, -8.2321], [6.4428, -1.2563, -8.4060], [7.1637, 0.4440, -6.8247], [6.9063, -1.0524, -5.9258], [-7.0335, 2.5392, 4.2663], [-6.8862, 1.4272, 2.8811], [-7.9446, 0.3528, 2.8963], [-7.7081, -0.8044, 4.2315], [-5.8856, 1.0027, 2.8950], [-6.9879, 2.0315, 1.9802], [-7.9009, -0.2194, 1.9699], [-8.9424, 0.7755, 2.9898], [3.7385, -5.9473, -4.2225], [4.7076, -5.9878, -5.7200], [6.0633, -6.6100, -5.5023], [7.1128, -5.5863, -4.4882], [4.7924, -4.9696, -6.0940], [4.1443, -6.5733, -6.4454], [6.5685, -6.7339, -6.4592], [5.9840, -7.5856, -5.0280], [5.2081, 3.0688, -0.3817], [6.9186, 2.9454, -0.8597], [7.1459, 1.7065, -1.6825], [6.9640, 0.2264, -0.7029], [7.5326, 2.9542, 0.0379], [7.1572, 3.8335, -1.4434], [8.1578, 1.6978, -2.0857], [6.4479, 1.6524, -2.5162]],
  "forces_ev_per_a": [[-0.67, -0.01, 0.22], [1.02, 0.82, 0.08], [0.12, -0.92, 0.46], [0.25, 0.54, -0.06], [-0.51, -0.82, 0.81], [-0.42, 0.81, 0.36], [0.01, 1.14, 0.02], [-0.17, 0.07, 1.08], [0.39, -1.04, -0.78], [-0.10, -0.44, -1.37], [0.17, -0.98, 0.59], [-1.32, 2.96, -1.31], [0.63, -0.87, -0.01], [0.60, -1.32, 1.23], [1.10, -0.59, -0.50], [-0.13, 0.93, 0.21], [0.24, -0.01, -0.44], [0.19, -0.07, -0.23], [0.14, -0.30, 0.18], [-0.14, 0.21, -0.26], [0.11, -0.29, -0.43], [-0.49, 0.05, 0.01], [-0.23, 0.48, -0.26], [-0.08, -0.21, 0.14], [0.34, -0.09, -0.56], [-0.34, 0.42, 0.13], [0.11, 0.32, 0.85], [-0.16, 0.38, 0.06], [-0.36, -0.22, 0.03], [-0.35, -0.48, -0.09], [0.02, -0.41, -0.18], [0.01, -0.09, 0.11], [0.11, 0.03, -0.05], [-0.21, -0.01, 0.01], [-0.17, -0.14, -0.10], [0.08, 0.01, 0.06], [0.12, 0.00, 0.01], [0.05, -0.07, -0.03], [-0.04, 0.05, 0.04], [0.03, 0.06, 0.05], [-0.11, -0.06, 0.09], [0.08, 0.06, -0.22], [0.10, -0.03, 0.00], [-0.01, -0.03, 0.02], [-0.05, -0.02, 0.09], [0.09, 0.10, 0.11], [-0.05, 0.00, -0.06], [-0.09, -0.02, 0.00], [0.01, -0.02, -0.07], [0.12, 0.08, 0.20], [-0.02, -0.02, 0.08], [-0.07, -0.01, -0.07], [-0.08, 0.00, -0.11], [-0.08, 0.00, -0.01], [0.06, -0.04, -0.04], [0.01, -0.01, -0.06], [0.00, -0.03, 0.02], [0.30, -0.06, -0.07], [-0.24, -0.09, 0.13], [0.06, -0.01, 0.05], [-0.16, -0.03, 0.13], [-0.17, 0.04, 0.02], [0.03, -0.02, 0.15], [0.02, -0.03, 0.02], [-0.01, 0.03, 0.03], [0.01, -0.01, -0.12], [0.16, -0.04, -0.06], [0.09, 0.04, 0.10], [-0.03, -0.01, 0.07], [0.04, 0.00, 0.07], [-0.07, 0.02, -0.07], [-0.10, -0.02, 0.01], [-0.06, 0.02, 0.04], [0.07, 0.05, -0.11], [0.22, -0.06, -0.09], [0.20, 0.34, -0.36], [-0.05, -0.03, 0.07], [0.02, -0.03, 0.07], [-0.08, 0.03, -0.03], [-0.10, -0.01, 0.03], [0.03, 0.02, 0.08], [0.12, 0.02, -0.18], [-0.05, 0.07, -0.11], [0.02, -0.05, 0.02], [-0.04, 0.02, 0.05], [-0.06, -0.03, 0.01], [0.04, 0.04, 0.00], [0.03, -0.01, 0.09], [-0.03, -0.02, 0.00], [-0.03, -0.02, -0.19], [0.03, -0.08, -0.07], [-0.01, 0.01, 0.03], [0.04, 0.01, 0.11], [0.03, -0.05, 0.05], [-0.04, 0.06, -0.01], [-0.01, 0.06, 0.07], [-0.12, 0.06, 0.12], [0.07, 0.12, -0.06], [0.21, -0.01, -0.16], [-0.05, -0.08, -0.07], [-0.09, -0.08, 0.03], [-0.05, -0.05, -0.06], [0.01, 0.02, 0.08], [-0.03, -0.03, 0.06]]
}


Entry 2:
{
  "formula": "C27H51BrClNO17S5",
  "method": "ωB97M-V with the def2-TZVPD basis set",
  "total_energy_ha": -7418.32765,
  "orbital_gap_ev": 9.197,
  "homo_energy_ev": -9.47,
  "symbols": ["C", "C", "C", "C", "C", "C", "C", "Cl", "C", "C", "C", "C", "O", "N", "Br", "C", "O", "H", "H", "H", "H", "H", "H", "H", "H", "H", "H", "H", "C", "C", "O", "S", "C", "O", "O", "H", "H", "H", "H", "H", "H", "H", "H", "C", "C", "O", "S", "C", "O", "O", "H", "H", "H", "H", "H", "H", "H", "H", "C", "C", "O", "S", "C", "O", "O", "H", "H", "H", "H", "H", "H", "H", "H", "C", "C", "O", "S", "C", "O", "O", "H", "H", "H", "H", "H", "H", "H", "H", "C", "C", "O", "S", "C", "O", "O", "H", "H", "H", "H", "H", "H", "H", "H"],
  "xyz": [[0.5621, 8.4922, -1.7071], [0.6442, 6.9538, -1.5642], [-0.4825, 6.3565, -0.7044], [2.0749, 6.5064, -1.0980], [2.8583, 6.1261, -2.3488], [2.9673, 4.8241, -2.7477], [3.6576, 4.4985, -3.9003], [3.7768, 2.8462, -4.4255], [4.2118, 5.5058, -4.6154], [4.0858, 6.8362, -4.2152], [3.4234, 7.1700, -3.0789], [4.7734, 7.7250, -5.2473], [4.9584, 8.9162, -5.2236], [5.0942, 6.8089, -6.2396], [5.7682, 7.3598, -7.8673], [5.0313, 5.4524, -5.9042], [5.5377, 4.5230, -6.4729], [1.0487, 8.7512, -2.6552], [1.1276, 9.0184, -0.9319], [-0.4855, 8.7958, -1.7530], [0.5040, 6.5609, -2.5765], [-1.3844, 6.2985, -1.3185], [-0.2191, 5.3155, -0.4799], [-0.6408, 6.8872, 0.2380], [2.0265, 5.6720, -0.3959], [2.6057, 7.3571, -0.6598], [2.4723, 4.0755, -2.1365], [3.3409, 8.2054, -2.7714], [3.7967, -2.5638, -2.7670], [2.9945, -1.5296, -3.5327], [1.6396, -1.4174, -3.0529], [1.3978, -0.6868, -1.6589], [-0.3562, -0.5681, -1.7598], [1.9548, 0.6269, -1.7205], [1.7266, -1.5936, -0.5969], [3.9390, -2.2670, -1.7289], [4.7812, -2.6907, -3.2183], [3.2795, -3.5236, -2.7620], [3.4809, -0.5522, -3.5074], [2.9204, -1.8269, -4.5774], [-0.6207, 0.0918, -2.5817], [-0.7056, -0.1534, -0.8145], [-0.7679, -1.5639, -1.9059], [-2.9009, 1.4555, 4.3956], [-2.1853, 0.1909, 4.8313], [-1.7144, -0.5866, 3.7166], [-0.4430, -0.0531, 2.9112], [-0.1596, -1.4894, 1.9435], [0.6378, 0.1302, 3.8315], [-0.8589, 1.0074, 2.0417], [-2.2201, 2.1452, 3.8986], [-3.3276, 1.9676, 5.2588], [-3.6979, 1.2209, 3.6894], [-1.3564, 0.4171, 5.5049], [-2.8779, -0.4498, 5.3748], [0.1260, -2.3108, 2.5954], [0.6475, -1.2629, 1.2478], [-1.0658, -1.7262, 1.3909], [0.5695, -8.1810, 2.4622], [0.4298, -7.8544, 3.9362], [1.3954, -6.8736, 4.3716], [1.1769, -5.3589, 3.9349], [2.4025, -4.6415, 4.9763], [-0.1174, -4.9309, 4.3729], [1.5926, -5.1972, 2.5759], [0.3305, -7.3191, 1.8406], [-0.1066, -8.9914, 2.1884], [1.5936, -8.4745, 2.2293], [-0.5811, -7.5179, 4.1723], [0.6174, -8.7509, 4.5243], [2.1135, -4.7821, 6.0143], [2.4483, -3.5807, 4.7365], [3.3597, -5.1120, 4.7673], [-3.7449, -9.2157, 7.4324], [-5.1544, -9.2747, 6.8757], [-5.3058, -8.4896, 5.6771], [-4.6674, -9.0480, 4.3284], [-5.4214, -7.8959, 3.2310], [-5.1876, -10.3558, 4.0755], [-3.2580, -8.8058, 4.3431], [-3.0309, -9.6815, 6.7546], [-3.6918, -9.7386, 8.3878], [-3.4314, -8.1810, 7.5735], [-5.4639, -10.3046, 6.6885], [-5.8495, -8.8549, 7.6007], [-6.4965, -8.0528, 3.2350], [-5.0151, -8.0835, 2.2393], [-5.1693, -6.8884, 3.5521], [0.2243, 3.1557, -5.1860], [-0.5502, 4.2028, -5.9609], [-1.9062, 4.3466, -5.4897], [-2.1406, 5.0875, -4.1008], [-3.8908, 5.2395, -4.2202], [-1.5445, 6.3879, -4.1640], [-1.8319, 4.1885, -3.0324], [0.3659, 3.4549, -4.1476], [1.2093, 3.0038, -5.6264], [-0.3131, 2.2063, -5.1789], [-0.0422, 5.1692, -5.9366], [-0.6233, 3.9034, -7.0050], [-4.1347, 5.8991, -5.0485], [-4.2416, 5.6646, -3.2819], [-4.3197, 4.2513, -4.3645]],
  "forces_ev_per_a": [[0.35, -0.68, -0.46], [0.11, 0.21, 0.42], [0.57, -0.40, -0.39], [-0.22, 0.16, -1.07], [-0.35, 1.05, 1.47], [-0.45, -0.70, 0.38], [-0.18, -1.02, 0.07], [0.02, 0.19, 0.20], [1.09, 0.38, -1.40], [0.67, 0.06, -0.80], [0.10, 0.34, -0.04], [-0.91, -0.05, 1.17], [-0.08, -0.96, -0.33], [1.08, 0.65, -1.75], [0.10, -0.08, 0.30], [-0.63, -0.43, 1.25], [-0.44, 0.82, 0.02], [-0.23, 0.22, 0.09], [-0.42, -0.06, 0.17], [0.17, 0.22, 0.07], [-0.07, -0.11, 0.17], [-0.11, 0.29, 0.36], [-0.17, 0.13, 0.11], [-0.07, 0.03, -0.14], [0.04, 0.11, -0.03], [-0.16, -0.22, 0.34], [0.20, -0.19, -0.21], [-0.01, -0.08, 0.08], [-0.09, 0.00, 0.27], [0.72, -0.12, -0.11], [-0.17, 0.04, 0.06], [-0.66, -0.23, -0.43], [-0.09, -0.05, -0.04], [0.38, 0.02, 0.21], [0.27, 0.29, -0.03], [0.02, 0.02, -0.02], [-0.05, 0.03, -0.10], [0.03, 0.00, -0.07], [-0.15, 0.06, 0.11], [-0.31, 0.06, 0.03], [0.03, 0.01, 0.01], [0.09, 0.06, 0.00], [0.04, 0.00, 0.00], [0.12, 0.11, -0.21], [-0.22, 0.47, 0.41], [0.05, -0.08, -0.10], [-0.27, -0.65, -0.15], [0.02, -0.08, 0.05], [-0.01, 0.31, 0.03], [0.18, 0.19, 0.06], [0.01, -0.01, 0.03], [-0.02, -0.10, 0.05], [-0.04, -0.02, 0.06], [0.10, -0.05, -0.14], [0.10, -0.23, -0.17], [-0.05, -0.03, 0.01], [0.00, 0.02, 0.13], [-0.03, 0.01, 0.06], [0.08, 0.22, -0.15], [-0.51, -0.42, -0.40], [0.10, 0.15, 0.10], [0.55, -0.23, 0.51], [0.06, -0.03, 0.09], [-0.16, 0.04, -0.34], [-0.32, 0.15, -0.13], [-0.03, -0.01, 0.02], [0.01, -0.04, 0.12], [-0.02, -0.07, 0.03], [0.08, 0.14, 0.05], [0.20, 0.19, 0.19], [-0.02, -0.02, -0.02], [-0.07, -0.02, -0.05], [-0.02, -0.01, -0.03], [0.19, 0.02, -0.21], [0.23, -0.38, 0.56], [-0.05, 0.08, -0.17], [-0.41, 0.52, 0.03], [-0.08, 0.08, 0.01], [0.23, -0.17, 0.07], [0.17, -0.25, -0.06], [-0.02, -0.03, 0.01], [-0.11, 0.03, 0.02], [-0.05, -0.01, 0.06], [0.00, 0.05, -0.18], [-0.11, 0.17, -0.24], [0.01, -0.02, 0.03], [0.04, -0.07, 0.04], [0.02, -0.02, 0.02], [-0.10, 0.01, 0.27], [0.72, -0.16, -0.10], [-0.19, 0.08, 0.04], [-0.44, -0.24, -0.47], [-0.07, 0.02, -0.06], [0.21, -0.03, 0.19], [0.18, 0.17, 0.16], [0.04, 0.01, -0.01], [-0.06, 0.03, -0.10], [0.02, 0.00, -0.08], [-0.15, 0.06, 0.11], [-0.31, 0.07, 0.02], [0.03, -0.01, -0.01], [0.08, 0.00, 0.02], [0.04, -0.01, 0.00]]
}